Here is a single C21H30FN3O2 molecule from the Open Molecules 2025 dataset. Energies are from ωB97M-V with the def2-TZVPD basis set.

Results
Frontier orbital gap, eV: 9.461
E_HOMO, eV: -8.843
SMILES: O=C(C[C@@H]1C(=O)NCCN1Cc1ccc(F)cc1)NC1CCCCCCC1

Element x y z (Å)
O -0.325 -0.904 -1.650
C 0.053 0.152 -1.183
C 1.504 0.612 -1.289
C 2.104 1.013 0.086
C 2.109 2.533 0.114
O 1.076 3.156 0.301
N 3.272 3.140 -0.158
C 4.502 2.404 -0.319
C 4.471 1.229 0.649
N 3.390 0.347 0.274
C 3.295 -0.801 1.169
C 2.246 -1.779 0.714
C 2.446 -2.530 -0.439
C 1.482 -3.411 -0.887
C 0.310 -3.538 -0.164
F -0.627 -4.413 -0.579
C 0.085 -2.813 0.989
C 1.060 -1.931 1.420
N -0.744 1.022 -0.543
C -2.139 0.741 -0.252
C -3.011 1.908 -0.738
C -4.275 1.483 -1.490
C -5.087 0.352 -0.863
C -5.724 0.645 0.494
C -4.773 0.869 1.675
C -3.589 -0.103 1.752
C -2.257 0.464 1.253
H 2.089 -0.207 -1.703
H 1.549 1.453 -1.986
H 1.405 0.700 0.875
H 3.271 4.148 -0.212
H 5.347 3.060 -0.104
H 4.593 2.027 -1.344
H 5.407 0.668 0.588
H 4.364 1.616 1.680
H 3.079 -0.481 2.204
H 4.275 -1.289 1.164
H 3.367 -2.413 -0.990
H 1.621 -3.990 -1.786
H -0.841 -2.936 1.530
H 0.895 -1.361 2.324
H -0.352 1.884 -0.175
H -2.366 -0.169 -0.816
H -2.412 2.516 -1.422
H -3.267 2.549 0.104
H -4.915 2.360 -1.612
H -3.980 1.151 -2.489
H -5.900 0.115 -1.556
H -4.468 -0.542 -0.791
H -6.366 -0.207 0.735
H -6.371 1.521 0.403
H -4.399 1.892 1.668
H -5.371 0.768 2.585
H -3.437 -0.382 2.798
H -3.822 -1.021 1.211
H -1.474 -0.257 1.504
H -2.037 1.390 1.793